(1)
Computed, not measured: one molecule with the formula C21H31N3O4, with the ωB97M-V functional and the def2-TZVPD basis.

XYZ file:
```
59
Properties=species:S:1:pos:R:3:mulliken_charge:R:1
C -3.66 1.89 0.85 -0.822
N -0.45 1.31 -0.87 0.262
H -1.42 -3.94 -1.54 0.359
C -2.70 0.82 2.53 -0.719
H -2.40 0.28 3.40 0.526
H 0.64 1.85 1.63 0.256
H 2.39 -4.23 2.13 0.271
C -1.46 2.29 -0.50 -1.082
H -2.16 -1.91 -2.88 0.311
C 1.53 0.05 -0.13 -1.219
H 0.08 -2.31 1.67 0.736
C 3.31 3.25 -0.05 -0.880
O -2.26 -1.57 0.22 -0.501
O 0.10 -0.49 -2.11 -0.659
H -0.23 -0.31 0.83 -0.279
N 0.72 -0.63 0.70 0.465
C 1.27 -2.97 -0.03 -0.628
H 2.73 3.08 2.03 0.447
H 3.73 1.50 -1.20 0.269
H 1.11 -2.48 -0.99 0.188
C 3.18 2.44 -1.33 -0.583
O 2.63 -0.31 -0.47 -0.647
H -2.88 0.38 -1.20 0.319
H -4.86 1.11 2.56 0.468
H 2.88 -1.25 1.83 0.055
N -2.42 -1.44 -2.02 -0.148
H -4.38 2.34 0.20 0.530
H -2.36 -4.10 -0.05 0.348
C 2.90 -3.39 1.67 -0.783
C -2.22 -0.01 -1.98 -0.663
H 3.38 -2.69 -0.31 0.163
H 4.36 3.42 0.19 0.430
H 2.90 -4.41 -0.27 0.457
H 2.83 4.23 -0.18 0.321
H -0.95 3.22 -0.22 0.485
H -3.18 -3.93 -1.62 0.453
H 1.69 1.43 -2.50 0.424
C -2.32 -3.63 -1.03 -1.589
C 2.71 -3.42 0.16 -0.692
H 3.12 1.55 1.24 0.146
H -2.10 2.51 -1.35 0.419
C 2.63 2.51 1.10 -0.555
C -2.31 1.81 0.64 0.571
C -0.74 0.27 -1.67 0.756
H 1.20 3.03 -1.92 0.327
H 3.62 2.98 -2.16 0.453
H 0.73 3.32 0.64 0.588
C 0.98 -2.00 1.13 -0.100
C 2.21 -2.08 2.06 -0.579
O -1.73 1.16 1.67 -0.139
C 1.15 2.32 0.79 -1.159
H 3.95 -3.41 1.97 0.430
C 1.73 2.11 -1.65 -1.203
C 0.97 1.47 -0.48 2.077
H 0.59 -3.83 0.04 0.281
H -2.49 0.42 -2.95 0.251
H 1.94 -2.04 3.11 0.413
C -2.31 -2.13 -0.86 0.803
C -3.91 1.24 2.08 -0.429
```

Properties
E ... -1284.09584 Ha
Net charge ... 0
Relative energy (zero: lowest compared OMol25 entry of this formula, charge and spin) ... 71.8 kJ/mol
SMILES ... CC(=O)NCC(=O)N(Cc1ccco1)C1(C(=O)NC2CCCC2)CCCCC1
2S+1 ... 1
HOMO ... -8.8 eV
Gap between HOMO and LUMO ... 0.345 hartree

(2)
Computed, not measured: one molecule with the formula C5H7NO, with the ωB97M-V functional and the def2-TZVPD basis.

XYZ file:
```
14
Properties=species:S:1:pos:R:3:mulliken_charge:R:1
N -1.33 1.52 -0.78 -0.373
C 0.62 -1.20 -0.02 -0.017
C 1.41 -0.61 1.11 -1.057
C -0.57 -0.80 -0.47 -0.278
H -2.44 0.06 0.13 0.261
H -1.07 0.63 1.08 0.301
H -1.01 -1.32 -1.33 0.343
C -0.47 2.09 -1.42 0.659
C -1.39 0.35 0.07 -0.572
H 2.41 -0.32 0.76 0.274
H 1.08 -2.05 -0.52 0.342
H 1.56 -1.35 1.91 0.295
O 0.26 2.73 -2.07 -0.469
H 0.94 0.27 1.55 0.290
```

Properties
E ... -324.69564 Ha
Net charge ... 0
Relative energy (zero: lowest compared OMol25 entry of this formula, charge and spin) ... 75.7 kJ/mol
SMILES ... C/C=C\CN=C=O
2S+1 ... 1
HOMO ... -9.8 eV
Gap between HOMO and LUMO ... 0.390 hartree

(3)
Computed, not measured: a 3-piece molecular cluster, CH10N2O2 overall, with the ωB97M-V functional and the def2-TZVPD basis.

XYZ file:
```
15
Properties=species:S:1:pos:R:3:mulliken_charge:R:1
H 5.67 0.34 3.42 0.316
N -2.26 0.61 -2.84 -0.647
H 0.05 -1.13 -2.68 0.234
H -1.27 1.07 -0.87 0.276
C -1.34 0.31 -1.72 -0.236
O 5.11 -0.24 3.89 -0.635
N 0.15 -0.13 -2.15 -0.661
H -2.94 1.17 -2.39 0.256
H -2.81 -0.28 -3.27 0.256
H 0.24 0.46 -2.98 0.269
H -1.74 -0.65 -1.20 0.255
H -0.60 -0.58 3.64 0.321
H 4.19 0.03 3.96 0.320
O -1.03 -0.87 2.80 -0.636
H -1.44 -0.12 2.39 0.314
```

Properties
E ... -304.01659 Ha
Net charge ... 0
Relative energy (zero: lowest compared OMol25 entry of this formula, charge and spin) ... 173.9 kJ/mol
SMILES ... NCN.O.O
2S+1 ... 1
HOMO ... -9.5 eV
Gap between HOMO and LUMO ... 0.372 hartree

(4)
Computed, not measured: a 3-piece molecular cluster, C21H40BrN5S overall, with the ωB97M-V functional and the def2-TZVPD basis.

XYZ file:
```
68
Properties=species:S:1:pos:R:3:mulliken_charge:R:1
N 5.17 -1.30 4.79 0.093
H -8.07 -1.52 -2.58 0.264
H 4.69 -1.28 2.08 0.335
C 3.29 0.06 5.86 -1.047
H -5.19 -2.74 -4.31 0.318
H 2.66 0.08 0.74 0.049
H -8.70 -3.58 -4.44 0.224
Br -0.90 1.48 -4.30 -0.141
H 4.16 -3.12 6.66 0.274
C -2.84 1.12 -4.80 -0.128
C -5.04 -0.69 -5.30 0.581
H -4.80 -2.81 -6.16 0.344
N -8.40 -1.60 -3.57 -0.585
H 4.60 -1.73 7.67 0.218
N 1.92 2.66 -0.02 0.090
C 2.96 1.80 -0.59 -0.781
C 4.99 -2.52 7.03 -0.957
H 2.84 2.98 3.28 0.431
H 0.82 2.84 -1.80 0.324
H -1.23 1.60 -0.99 0.345
H -2.69 -1.32 -4.72 0.286
C 2.89 0.31 -0.31 -0.649
H 6.46 -2.78 5.50 0.417
H 3.43 -0.13 6.93 0.325
C -3.43 -0.41 -4.93 -0.453
H -8.12 -0.73 -4.08 0.229
C -0.22 1.39 -0.60 -0.914
H 0.17 0.56 -1.19 0.196
H -7.20 0.45 -5.77 0.165
H 3.15 -0.78 2.84 0.102
N -3.62 3.89 -5.00 -0.474
H -0.33 1.06 0.43 0.314
C 3.05 2.93 2.21 -1.338
H 1.38 1.65 1.78 0.201
C -5.49 -2.26 -5.36 -0.587
C -7.09 -2.52 -5.65 -0.524
H 3.47 3.89 1.90 0.339
H 2.84 1.06 5.77 0.401
C 1.77 2.61 1.44 -0.284
H 3.01 1.96 -1.67 0.348
H 3.94 2.16 -0.23 0.355
H 5.34 0.62 5.64 0.326
C 5.86 -1.96 5.91 -0.685
H 2.14 -0.18 -0.94 0.254
C -6.06 0.60 -5.53 -0.466
H -7.09 -3.37 -3.42 0.252
H 0.05 3.50 -0.39 0.369
H 3.31 -2.39 2.12 0.479
C 4.60 0.02 5.10 -0.440
H 3.45 -2.54 4.59 0.259
H 6.59 -1.27 6.34 0.347
H -7.27 -3.48 -6.34 0.306
H -7.64 -1.64 -6.19 0.314
H 4.46 0.56 4.15 0.095
H 2.55 -0.66 5.48 0.236
H 1.03 3.37 1.74 0.448
C 4.32 -2.21 4.01 -0.439
H 3.81 2.16 2.06 0.212
C 3.84 -1.62 2.69 -1.219
C -7.81 -2.84 -4.20 -0.413
N -6.34 3.27 -5.66 -0.492
H 3.85 -0.16 -0.54 0.391
H 4.90 -3.11 3.77 0.453
C -3.84 2.39 -5.06 0.420
C 0.64 2.64 -0.73 -0.663
C -5.41 2.10 -5.42 0.347
H 5.60 -3.17 7.67 0.393
S -5.20 4.61 -5.40 0.208
```

Properties
E ... -4069.71944 Ha
Net charge ... 0
SMILES ... NCCCc1cc(Br)c2nsnc2c1.CCN(CC)CC.CCN(CC)CC
2S+1 ... 1
HOMO ... -8.1 eV
Gap between HOMO and LUMO ... 0.232 hartree

(5)
Computed, not measured: an isolated ion of composition CH4FN2O and charge +1, with the ωB97M-V functional and the def2-TZVPD basis.

XYZ file:
```
9
Properties=species:S:1:pos:R:3:mulliken_charge:R:1
H 1.70 -1.33 -0.05 0.279
N 1.22 -0.46 -0.15 -0.295
O -2.30 0.13 0.12 -0.311
H 1.81 0.41 -0.03 0.302
N -1.00 0.26 -0.25 -0.106
H -2.65 -0.52 -0.45 0.361
H -0.76 1.18 -0.68 0.274
C -0.03 -0.63 -0.04 0.650
F -0.46 -1.91 -0.06 -0.155
```

Properties
E ... -324.78735 Ha
Net charge ... +1
Relative energy (zero: lowest compared OMol25 entry of this formula, charge and spin) ... 36.0 kJ/mol
SMILES ... N/C(F)=[NH+]/O
2S+1 ... 1
HOMO ... -16.3 eV
Gap between HOMO and LUMO ... 0.428 hartree

(6)
Computed, not measured: a 2-piece molecular cluster, C6H12 overall, with the ωB97M-V functional and the def2-TZVPD basis.

XYZ file:
```
18
Properties=species:S:1:pos:R:3:mulliken_charge:R:1
C 0.53 0.12 0.01 0.747
H -0.08 1.87 1.20 0.358
C 1.72 -0.12 0.91 -1.381
H 1.26 -0.16 1.91 0.346
C -1.73 0.64 0.38 -0.601
H -2.23 -0.44 -1.52 0.317
H 0.23 -1.50 -1.43 0.214
C -0.15 -0.71 -0.79 -0.524
C -0.36 1.31 0.31 -0.797
H -0.30 2.00 -0.55 0.256
H 2.30 -0.71 -1.48 -0.008
H 2.21 -1.08 0.75 0.444
H 2.46 0.68 0.94 0.306
H 2.18 -1.44 -1.45 0.028
H -1.86 0.26 1.40 0.252
H -2.57 1.31 0.16 0.324
C -1.63 -0.55 -0.61 -0.530
H -1.97 -1.48 -0.13 0.249
```

Properties
E ... -235.72548 Ha
Net charge ... 0
Relative energy (zero: lowest compared OMol25 entry of this formula, charge and spin) ... 243.5 kJ/mol
SMILES ... CC1=CCCC1.[H][H]
2S+1 ... 1
HOMO ... -8.3 eV
Gap between HOMO and LUMO ... 0.351 hartree

> Which of these has the highest HOMO?

C21H40BrN5S

> Which of these has the lowest gap between HOMO and LUMO?

C21H40BrN5S

> Which value of E does entry 2 give?

-324.69564 Ha